DFT (the ωB97M-V functional and the def2-TZVPD basis) results for a 4-piece molecular cluster, C17H38N4O3P2 overall at a distorted geometry.

SMILES: C#CCCCP(N)#P(C)CC.CNC(C)=O.CNC(C)=O.CNC(C)=O
LUMO: 0.49 eV
HOMO-LUMO gap: 8.1 eV

XYZ file:
```
64
Properties=species:S:1:pos:R:3:nbo_charge:R:1
C 0.04 -6.71 0.71 -0.282
C -0.38 -5.67 0.30 0.031
C -0.95 -4.40 -0.14 -0.485
C 0.02 -3.21 0.13 -0.390
C -0.02 -2.14 -0.97 -0.734
P 1.67 -1.63 -1.53 0.682
N 1.95 -0.14 -0.69 -1.127
P 1.52 -0.95 -3.60 0.439
C -0.11 -0.11 -3.87 -0.928
C 1.38 -2.50 -4.63 -0.683
C 2.66 -3.32 -4.49 -0.618
H 0.28 -7.65 1.14 0.235
H -1.19 -4.45 -1.20 0.226
H -1.89 -4.24 0.39 0.231
H 1.02 -3.59 0.28 0.223
H -0.28 -2.76 1.08 0.208
H -0.56 -2.51 -1.84 0.221
H -0.58 -1.27 -0.62 0.219
H 2.79 0.23 -1.14 0.381
H 1.22 0.53 -0.95 0.393
H 0.05 0.77 -4.49 0.234
H -0.59 0.18 -2.94 0.232
H -0.77 -0.78 -4.42 0.216
H 1.22 -2.14 -5.64 0.221
H 0.52 -3.08 -4.30 0.203
H 2.66 -3.82 -3.52 0.216
H 2.72 -4.10 -5.25 0.208
H 3.55 -2.70 -4.54 0.214
C -0.31 4.58 -1.33 -0.720
C -0.15 3.15 -0.88 0.685
O 0.63 2.38 -1.44 -0.666
N -0.90 2.74 0.17 -0.602
C -1.86 3.53 0.93 -0.425
H 0.35 4.75 -2.17 0.241
H -1.34 4.77 -1.64 0.228
H -0.05 5.27 -0.53 0.229
H -0.75 1.78 0.43 0.397
H -1.55 3.56 1.98 0.200
H -2.84 3.06 0.87 0.193
H -1.92 4.54 0.55 0.248
C -3.30 8.14 -0.38 -0.723
C -2.21 7.56 0.49 0.684
O -2.36 6.52 1.11 -0.651
N -1.04 8.24 0.58 -0.611
C -0.68 9.49 -0.08 -0.412
H -4.16 7.48 -0.34 0.246
H -3.60 9.12 -0.03 0.230
H -2.96 8.21 -1.42 0.228
H -0.36 7.81 1.18 0.402
H 0.19 9.33 -0.71 0.201
H -0.44 10.24 0.67 0.201
H -1.50 9.85 -0.70 0.212
C 1.44 -5.33 3.70 -0.720
C 2.09 -5.45 5.06 0.675
O 3.01 -4.73 5.42 -0.625
N 1.60 -6.41 5.90 -0.621
C 0.53 -7.35 5.65 -0.411
H 1.93 -4.53 3.16 0.248
H 1.55 -6.25 3.14 0.227
H 0.38 -5.09 3.80 0.225
H 2.07 -6.44 6.79 0.399
H -0.26 -7.21 6.39 0.195
H 0.90 -8.37 5.73 0.195
H 0.11 -7.21 4.66 0.212
```